# C44H100F24N11O27S8

A cluster of 11 separate species, C44H100F24N11O27S8 in total in a non-equilibrium geometry (ωB97M-V with the def2-TZVPD basis set, the OMol25 dataset).

Values from the calculation:
Frontier orbital gap: 6.3 eV
F_max: 0.152 hartree/bohr
Electronic energy: -9950.9386 Eh
Total charge: +3

Structure (XYZ):
```
214
C44H100F24N11O27S8 | the OMol25 dataset | ωB97M-V with the def2-TZVPD basis set
C 3.34898 3.68070 -1.47810
C 4.88101 3.68306 -1.82616
C 4.94105 3.36921 -3.39003
O 4.28148 2.09784 -3.62214
C 4.82618 0.93295 -2.98969
N 5.58685 5.04406 -1.67519
H 5.35732 5.69328 -2.41407
H 5.35689 5.39933 -0.75813
H 6.57594 4.95021 -1.85681
H 3.02899 2.63905 -1.45235
H 2.56850 4.02046 -2.15893
H 3.11106 4.03851 -0.47637
H 5.50256 2.97226 -1.28161
H 5.92741 3.21382 -3.82713
H 4.36516 4.11783 -3.93409
H 5.90080 0.80688 -3.12161
H 4.38541 0.00994 -3.36639
H 4.50962 0.97202 -1.94741
C -2.35067 -0.68109 -4.42870
C -3.65971 -0.58655 -5.29051
C -3.81116 0.61311 -6.14033
O -5.20330 0.87264 -6.54929
C -5.44232 2.21013 -6.86239
N -3.60462 -1.78293 -6.25495
H -3.90100 -2.49381 -5.60157
H -4.32706 -1.74565 -6.95979
H -2.73219 -1.95985 -6.73206
H -2.27227 -1.71522 -4.09324
H -2.48259 0.02551 -3.60931
H -1.50823 -0.33850 -5.02956
H -4.46870 -0.65892 -4.56361
H -3.22981 0.70871 -7.05738
H -3.73027 1.43681 -5.43105
H -4.92159 2.69726 -7.68678
H -5.40768 2.80769 -5.95144
H -6.48194 2.27596 -7.18327
C 4.14332 -3.74281 2.06960
C 3.14477 -3.08810 1.01602
C 2.03050 -4.13166 0.63265
O 1.17068 -4.58173 1.73877
C 0.10562 -5.43777 1.40165
N 2.51977 -1.86793 1.66057
H 1.95969 -1.35486 0.99486
H 1.81604 -2.18468 2.31213
H 3.16852 -1.31721 2.20457
H 5.02377 -3.10074 2.09497
H 4.35262 -4.76368 1.75005
H 3.64643 -3.97502 3.01156
H 3.65128 -2.56073 0.20766
H 2.45489 -5.05887 0.24759
H 1.31310 -3.79070 -0.11380
H -0.42195 -4.89191 0.61947
H -0.57996 -5.61046 2.23126
H 0.47373 -6.39925 1.04366
C 0.72775 3.49899 -4.21385
O 0.23655 3.87681 -5.54658
C -0.95351 3.24311 -6.06751
C -0.85394 3.49645 -7.55523
N -0.48955 4.98626 -7.85812
H 0.11897 5.27433 -7.10524
H 0.03503 5.23921 -8.68332
C -1.65307 6.00723 -7.74246
C -1.20309 7.41294 -7.18693
O -0.26781 7.15099 -6.10593
C -0.17638 8.13313 -5.17651
H 1.17936 4.37046 -3.73985
H 1.41737 2.65500 -4.19941
H -0.18260 3.29787 -3.64913
H -1.87757 3.72834 -5.75326
H -0.99326 2.16196 -5.93476
H -1.68034 3.29982 -8.23823
H 0.04436 2.98846 -7.90607
H -2.44288 5.65854 -7.07709
H -2.18991 6.18923 -8.67347
H -2.00430 8.07224 -6.85304
H -0.71482 7.94711 -8.00200
H -1.10237 8.70604 -5.12699
H 0.67399 8.81500 -5.17192
H -0.14219 7.40418 -4.36684
C 0.61529 -5.25332 5.07278
O -0.80350 -5.22321 5.13485
C -1.28700 -4.61208 6.35695
C -2.74563 -4.16929 6.24220
N -3.03315 -3.64724 4.80872
H -3.80545 -2.99635 4.80835
H -2.39411 -2.96940 4.41851
C -3.53093 -4.68203 3.81240
C -3.88953 -3.82545 2.55066
O -2.61459 -3.35123 2.02513
C -2.59498 -2.69998 0.72915
H 1.01506 -5.77026 5.94517
H 0.96006 -4.22316 4.98328
H 0.97511 -5.76432 4.17975
H -0.67894 -3.77436 6.69840
H -1.15422 -5.29498 7.19607
H -2.69698 -3.27177 6.85881
H -3.44413 -4.99810 6.35729
H -4.36713 -5.15762 4.32494
H -2.63118 -5.29655 3.78232
H -4.55029 -2.97066 2.69502
H -4.35431 -4.45471 1.79163
H -1.54233 -2.75218 0.45111
H -2.89564 -1.65355 0.78102
H -3.21519 -3.31667 0.07866
C -2.12297 7.64659 5.18412
O -1.22324 6.61508 4.84957
C -1.81573 5.35945 4.65795
C -0.75003 4.19745 4.27567
N 0.53113 4.28183 5.10295
H 0.75751 5.26595 5.08390
H 0.30447 4.12545 6.07469
C 1.59814 3.23617 4.77152
C 2.26178 3.57868 3.43227
O 3.06152 4.76696 3.55112
C 3.49355 5.08024 2.24977
H -2.60850 7.53236 6.15330
H -2.87317 7.65961 4.39345
H -1.65385 8.63047 5.18158
H -2.72023 5.27135 4.05612
H -2.23469 5.04385 5.61344
H -0.31328 4.38877 3.29550
H -1.11850 3.19267 4.48238
H 1.16347 2.23781 4.82073
H 2.31352 3.56025 5.52737
H 1.50874 3.70734 2.65478
H 2.83058 2.74611 3.01828
H 4.45785 5.58822 2.23591
H 2.72777 5.63044 1.70302
H 3.78084 4.30859 1.53554
C 0.05543 -5.69191 -2.91990
O 1.09218 -6.59830 -2.35660
C 2.37471 -6.60803 -3.02324
C 3.47953 -7.22593 -2.16205
N 3.10886 -8.67668 -1.84068
H 2.12389 -8.84592 -1.69478
H 3.59460 -9.08806 -2.62484
C 3.91656 -9.19005 -0.63099
C 3.28352 -10.52914 -0.34753
O 1.84521 -10.53409 -0.24450
C 1.29338 -11.09270 1.03121
H -0.82578 -5.55867 -2.29234
H -0.35116 -6.16424 -3.81415
H 0.43005 -4.70810 -3.20255
H 2.64703 -5.57109 -3.21996
H 2.27562 -7.26681 -3.88597
H 3.63315 -6.79889 -1.17102
H 4.43312 -7.26792 -2.68838
H 4.00094 -8.53596 0.23685
H 4.96405 -9.13433 -0.92723
H 3.74744 -10.92557 0.55565
H 3.42337 -11.19771 -1.19697
H 1.48373 -10.33607 1.79237
H 1.81911 -11.97944 1.38531
H 0.22731 -11.23033 0.85050
C -0.24984 5.68289 0.23199
F 0.46296 6.83739 -0.00470
F -0.50444 4.76860 -0.75294
F 0.40993 5.03214 1.20380
S -1.97314 6.32056 0.98983
O -2.56032 5.11910 1.61036
O -1.60663 7.34432 1.98110
N -2.75628 7.08504 -0.36503
S -3.95411 6.08991 -0.70207
O -3.55921 4.68140 -1.00084
O -5.07582 6.12921 0.21271
C -4.48327 6.81776 -2.35708
F -5.77306 6.53665 -2.65860
F -4.44549 8.18211 -2.35639
F -3.70854 6.46988 -3.45895
C 3.09743 -1.21541 5.40779
F 2.29448 -0.18372 5.29626
F 3.31246 -1.38019 6.80336
F 2.56437 -2.27248 4.84685
S 4.78309 -0.92511 4.63031
O 5.44879 0.07323 5.47424
O 5.38175 -2.25079 4.72585
N 4.30661 -0.50030 3.09726
S 5.40754 0.48552 2.72634
O 5.26142 1.73683 3.35952
O 6.74046 -0.07668 2.75030
C 5.04140 0.79293 0.84512
F 4.53806 -0.28229 0.19821
F 4.18762 1.77789 0.72199
F 6.16060 1.17655 0.20419
C -4.59492 0.11969 3.70242
F -3.49537 -0.39755 3.41601
F -4.41713 1.40842 3.79396
F -5.55660 -0.07885 2.83506
S -5.09191 -0.54333 5.52058
O -3.94554 -0.55663 6.39938
O -6.12688 0.40408 5.97722
N -5.46082 -2.20090 5.11243
S -6.99308 -2.13627 5.04869
O -7.65452 -1.99017 6.36696
O -7.49709 -1.15093 4.02352
C -7.45794 -3.99479 4.52791
F -6.80894 -4.35067 3.37440
F -6.88799 -4.81605 5.44555
F -8.83045 -4.24222 4.44179
C 1.93564 -1.24550 -2.52387
F 1.75119 -2.58111 -2.37003
F 3.03526 -0.76541 -1.88993
F 2.01032 -0.95138 -3.81703
S 0.37727 -0.43467 -1.70556
O 0.25044 0.84889 -2.41849
O -0.70195 -1.40315 -1.92243
N 0.73186 -0.33417 -0.02898
S -0.19501 0.76643 0.44385
O 0.39447 2.11569 0.31222
O -1.58290 0.68760 0.03406
C -0.22960 0.52612 2.30833
F -0.61756 -0.76537 2.48197
F 0.95933 0.86761 2.85225
F -1.21595 1.29214 2.81258
```